Entry 1:
C4H5NO2 | ωB97M-V with the def2-TZVPD basis set

Summary:
- energy relative to the best compared isomer or geometry (same formula, charge and spin) (kcal/mol) = 126.1
- net charge = 0
- orbital gap (eV) = 10.77

The geometry in XYZ format:
```
12
C4H5NO2 (ωB97M-V with the def2-TZVPD basis set)
O -0.73 -1.38 0.02
O 0.74 -0.34 -1.40
N 1.19 -1.84 -1.27
C 0.11 -2.26 -0.59
C -0.19 2.22 0.68
C 0.24 -0.30 0.01
C -0.64 1.01 0.12
H 0.42 2.26 1.60
H -1.56 1.07 -0.39
H -0.70 3.33 0.79
H 0.05 -3.28 -0.18
H 1.08 -0.48 0.61
```

Entry 2:
C4H6BiO | ωB97M-V with the def2-TZVPD basis set

Summary:
- energy relative to the best compared isomer or geometry (same formula, charge and spin) (kcal/mol) = 51.3
- net charge = +3
- orbital gap (eV) = 7.08

The geometry in XYZ format:
```
12
C4H6BiO (ωB97M-V with the def2-TZVPD basis set)
Bi -2.13 -0.61 -0.57
O -0.89 -1.72 0.47
C -0.83 1.31 -0.54
C 0.26 -1.69 0.96
C 1.23 -0.55 0.78
C -0.88 2.30 -1.35
H 0.45 -2.30 1.86
H -1.85 2.57 -1.79
H 1.24 0.02 1.72
H -0.05 2.46 -2.05
H 1.18 -0.83 -0.37
H 2.25 -0.95 0.88
```

Entry 3:
C53H51ClN4O2PSV | ωB97M-V with the def2-TZVPD basis set

Summary:
- energy relative to the best compared isomer or geometry (same formula, charge and spin) (kcal/mol) = 0.0
- spin multiplicity = 2
- net charge = -1
- orbital gap (alpha / beta) (eV) = 6.27 / 6.74

The geometry in XYZ format:
```
114
C53H51ClN4O2PSV (ωB97M-V with the def2-TZVPD basis set)
V -0.39 -0.57 -0.76
Cl 3.71 1.16 2.66
S 1.32 4.55 -1.17
P -2.90 -1.30 2.20
O -2.05 -1.04 -0.61
O -3.74 -2.10 -1.58
N 1.28 -1.18 0.11
N 2.16 -0.99 -1.06
N 2.01 2.07 -1.36
N -1.23 3.21 1.97
C -4.22 -1.06 3.44
C 5.29 2.88 0.13
C 6.59 2.26 0.63
C 1.51 -4.71 1.23
C -6.10 -1.76 4.77
C -5.35 0.52 4.88
C -0.53 0.23 4.83
C 7.76 2.78 -0.21
C 6.79 2.65 2.11
C -2.09 -3.48 3.72
C 0.52 0.04 2.23
C 6.56 0.74 0.54
C 3.09 2.74 -0.81
C -1.46 -5.65 2.88
C -0.26 2.42 -2.15
C -1.60 -4.76 3.94
C 1.68 -2.75 -4.25
C 0.06 2.54 1.92
C -3.28 -1.57 -0.60
C 0.29 -2.97 -4.25
C 0.17 -1.76 -2.19
C -2.45 -3.06 2.44
C -4.35 0.22 3.97
C 4.28 2.12 -0.42
C 0.44 -1.08 3.07
C 3.32 -3.45 2.18
C 2.64 -4.65 2.02
C -2.59 1.78 -3.51
C -2.10 3.08 -3.59
C -6.23 -0.48 5.28
C -0.76 1.10 -2.00
C -2.18 2.60 1.06
C 1.57 -1.59 -2.13
C 2.88 -2.30 1.56
C 1.73 -2.37 0.78
C -1.93 0.83 -2.75
C -1.82 -5.24 1.60
C -2.32 -3.96 1.39
C 0.04 1.26 2.71
C -5.11 -2.05 3.86
C 2.32 -2.08 -3.22
C 1.04 -3.56 0.60
C -0.06 -0.99 4.35
C -1.13 4.64 1.76
C 2.91 4.11 -0.64
C 1.03 2.85 -1.58
C -4.00 -1.42 0.71
C -0.49 1.33 4.00
C 5.10 4.27 0.26
C -0.92 3.37 -2.92
C 3.93 4.89 -0.11
C -0.47 -2.45 -3.21
C 1.22 0.06 0.88
H 7.86 3.87 -0.13
H -2.34 -0.17 -2.75
H 4.34 1.05 -0.52
H 3.39 -1.94 -3.23
H -2.25 1.53 1.28
H 6.45 0.39 -0.49
H -0.49 4.36 -3.02
H -4.54 -0.47 0.67
H -0.44 5.07 2.48
H 5.90 2.39 2.69
H 0.69 0.80 0.20
H -2.60 3.83 -4.17
H -3.17 3.04 1.20
H -0.07 -1.87 4.98
H 6.97 3.72 2.22
H 7.63 2.53 -1.26
H -4.74 -2.22 0.78
H 0.83 3.20 2.33
H -5.44 1.52 5.28
H 3.80 5.96 0.03
H 2.27 -3.14 -5.07
H 4.20 -3.40 2.81
H 7.66 2.12 2.51
H -0.78 4.91 0.75
H -0.17 -3.51 -5.05
H -2.58 -3.68 0.37
H -1.32 -5.07 4.94
H -1.07 -6.64 3.04
H -2.11 5.10 1.91
H -1.89 2.71 0.00
H 5.88 4.87 0.70
H -6.79 -2.54 5.09
H -0.91 0.31 5.84
H 0.15 -3.58 -0.02
H -2.18 -2.80 4.56
H -3.64 0.99 3.67
H 0.97 -5.64 1.11
H 2.21 0.53 1.02
H 3.00 -5.55 2.51
H 5.74 0.34 1.14
H 0.37 2.37 0.88
H -1.55 -2.56 -3.21
H 0.78 -2.05 2.74
H -1.72 -5.92 0.76
H -7.01 -0.25 6.00
H 7.50 0.34 0.93
H 3.38 -1.35 1.71
H -5.01 -3.06 3.47
H -0.86 2.29 4.34
H 8.70 2.34 0.14
H -3.48 1.50 -4.05
```

Entry 4:
C7H2Br3O4 | ωB97M-V with the def2-TZVPD basis set

Summary:
- energy relative to the best compared isomer or geometry (same formula, charge and spin) (kcal/mol) = 19.1
- net charge = -1
- orbital gap (alpha / beta) (eV) = 7.44 / 7.44

The geometry in XYZ format:
```
16
C7H2Br3O4 (ωB97M-V with the def2-TZVPD basis set)
Br 2.22 -4.03 -0.21
Br 3.29 1.39 0.73
Br -1.41 0.45 -1.93
O -2.02 -2.41 0.15
O -0.73 -3.96 -0.88
O 1.09 -1.86 -1.59
O 3.19 -1.56 1.30
C 1.95 0.14 0.24
C -0.39 -0.33 -0.39
C -1.04 -2.86 -0.45
C 1.81 -2.22 -0.47
C -0.01 -1.71 -0.73
C 0.74 0.58 -0.11
C 2.38 -1.26 0.44
H -1.15 -0.36 0.40
H 0.55 1.65 -0.19
```

Entry 5:
C36H56BrHfN3O7P | ωB97M-V with the def2-TZVPD basis set

Summary:
- energy relative to the best compared isomer or geometry (same formula, charge and spin) (kcal/mol) = 33.2
- net charge = +1
- orbital gap (eV) = 9.59

The geometry in XYZ format:
```
105
C36H56BrHfN3O7P (ωB97M-V with the def2-TZVPD basis set)
Hf -1.00 -0.38 -0.27
Br -6.03 1.04 -1.90
P 1.52 0.64 -0.01
O -2.61 -1.97 -0.49
O -0.22 -1.32 -1.78
O -1.62 1.12 0.90
O -1.54 0.39 -3.76
O 0.15 -2.88 -3.31
O -2.15 1.62 2.98
O -1.94 0.69 -1.59
N 0.32 -2.47 0.42
N -4.28 1.40 0.20
N -1.70 -1.21 2.13
C 3.05 2.72 4.00
C 3.59 1.28 1.99
C -6.43 2.38 0.59
C -4.78 -2.30 -1.30
C 1.44 2.32 -0.83
C -3.86 1.87 1.38
C 0.91 3.22 -3.15
C -1.81 -2.37 3.06
C 2.82 -0.50 -2.29
C 2.10 0.93 1.76
C 4.50 -2.40 -2.12
C 3.02 -0.16 -0.81
C -1.70 -3.70 2.33
C -0.26 -4.18 2.14
C -0.61 -2.21 -2.65
C -6.01 2.83 1.83
C -2.98 -1.18 -2.64
C -5.51 1.68 -0.18
C -2.07 0.07 -2.73
C -2.13 -2.46 -2.70
C 0.72 -3.11 1.69
C 4.10 -1.12 -2.85
C 1.23 4.55 -2.48
C -3.99 -3.61 -1.42
C -2.45 1.53 1.80
C 3.77 2.65 2.65
C 2.78 2.98 -1.20
C -4.70 2.58 2.23
C -3.63 -1.28 -1.26
C 0.52 2.21 -2.06
C 1.64 2.12 3.92
C 3.57 -1.38 -0.03
C 2.53 4.42 -1.67
C -2.54 -3.12 -1.37
C 3.62 -2.65 -0.89
C 1.20 1.95 2.46
H 4.03 0.53 2.65
H 0.11 -4.57 3.10
H 4.16 1.27 1.07
H 1.26 2.92 1.97
H 0.81 -2.33 2.46
H 0.08 3.33 -3.85
H 0.16 1.62 2.43
H -2.34 -3.08 -3.57
H 0.96 2.97 -0.09
H 0.40 4.82 -1.82
H 0.54 1.20 -2.49
H 0.93 2.76 4.43
H 1.91 -0.04 2.24
H 1.33 5.34 -3.22
H -3.71 -1.12 -3.45
H -4.20 -4.28 -0.59
H -4.32 2.92 3.18
H 4.59 -1.16 0.29
H 4.04 -3.47 -0.30
H 5.55 -2.33 -1.80
H -2.66 -0.94 1.91
H -7.43 2.55 0.23
H -0.51 2.42 -1.75
H 4.90 -0.38 -2.78
H 3.94 -1.33 -3.91
H 3.64 2.18 4.75
H 2.48 5.09 -0.80
H 1.77 2.88 -3.72
H 3.46 2.99 -0.35
H -5.46 -2.11 -2.13
H -2.77 -2.33 3.59
H 4.84 2.83 2.80
H 1.99 -1.18 -2.44
H 3.00 -1.57 0.88
H -2.21 -3.59 1.37
H 1.17 -2.12 -0.02
H -5.36 -2.26 -0.38
H -3.85 -0.32 -0.78
H 3.00 3.76 4.31
H 3.78 0.62 -0.78
H 3.25 2.42 -2.01
H -4.20 -4.15 -2.35
H -6.69 3.35 2.48
H -1.03 -2.30 3.82
H -1.84 -3.86 -0.99
H 2.61 0.41 -2.85
H 3.37 4.74 -2.27
H 3.40 3.43 1.99
H 0.03 -3.23 -0.19
H -2.23 -4.46 2.90
H -1.33 -0.43 2.68
H 4.43 -3.26 -2.78
H 2.63 -2.94 -1.23
H 1.62 1.14 4.41
H 1.70 -3.59 1.58
H -0.25 -5.01 1.43
```

Entry 6:
C33H43Br6Cl2F9N2O6 | ωB97M-V with the def2-TZVPD basis set

Summary:
- energy relative to the best compared isomer or geometry (same formula, charge and spin) (kcal/mol) = 503.7
- net charge = 0
- orbital gap (eV) = 8.36

The geometry in XYZ format:
```
101
C33H43Br6Cl2F9N2O6 (ωB97M-V with the def2-TZVPD basis set)
Br 4.71 0.53 -0.68
Br -1.97 5.69 8.18
Br -4.05 4.32 5.46
Br -0.99 0.49 5.87
Br 7.30 2.58 -2.33
Br 1.60 2.54 4.22
Cl -4.02 -1.20 -0.84
Cl -4.78 1.81 -2.08
F -1.21 -5.62 -7.14
F -3.07 -5.98 -3.95
F -2.31 -3.95 -4.95
F -1.27 -5.52 -1.48
F 0.98 -6.31 -6.49
F 0.39 -4.02 -6.15
F -3.09 -4.06 -1.99
F -1.09 -7.31 -4.76
F 0.56 -5.91 -3.74
O -2.15 0.77 -0.51
O 0.15 2.45 0.99
O 0.12 -1.14 1.39
O 1.55 4.13 -0.25
O 2.32 -2.16 3.67
O -2.19 0.75 1.90
N -0.90 2.92 -4.76
N 0.93 -0.57 -3.47
C 3.55 -1.16 -3.56
C -1.53 0.51 0.79
C -0.07 -0.10 0.38
C -0.96 4.63 -0.06
C 2.17 -0.71 -4.28
C -0.32 2.27 6.33
C -0.16 -5.39 -6.10
C 5.38 2.30 -0.22
C 3.56 -2.85 3.28
C -0.72 -3.15 -2.48
C -0.65 -5.88 -4.59
C 5.64 3.13 -1.46
C -0.06 3.09 5.09
C -5.39 -0.60 -3.35
C 0.38 3.68 0.22
C -1.18 1.73 -4.11
C -0.39 -0.73 -1.15
C -1.91 -5.03 -3.99
C 1.04 -0.84 -2.02
C 2.17 -0.86 3.02
C 3.77 -1.47 -1.95
C -3.00 -0.54 -2.29
C -4.42 4.44 7.37
C -0.69 -2.36 -1.00
C 4.14 -3.57 4.67
C -1.61 0.21 -1.81
C 0.53 -0.67 2.70
C 2.33 -1.30 -1.12
C -3.91 5.74 7.95
C -1.71 -4.49 -2.45
C -1.19 1.66 -2.49
C -4.09 0.42 -3.07
C 0.86 1.29 0.44
H 4.34 -2.09 2.84
H -2.02 2.44 -2.12
H 4.85 3.06 -2.21
H 4.78 -1.80 -1.46
H 0.17 0.42 2.99
H 4.50 -1.30 -4.26
H 6.26 2.16 0.40
H -1.12 2.72 6.93
H -4.31 5.90 8.95
H 5.00 -2.84 5.05
H -0.93 -2.43 -3.37
H 1.84 1.15 1.11
H 0.37 -3.60 -2.68
H -4.13 6.61 7.33
H -5.05 -1.73 -3.43
H 4.55 -4.64 4.41
H 2.32 -1.52 0.05
H -1.41 0.76 -4.72
H -2.84 -1.46 -2.99
H -0.17 2.10 -2.11
H -0.98 2.66 -5.79
H -1.63 -2.60 -0.34
H 0.56 2.12 6.95
H -3.98 3.55 7.84
H -5.51 4.39 7.46
H 4.58 2.76 0.38
H 2.51 -0.04 3.81
H 3.27 -3.71 2.52
H -0.85 3.02 4.34
H 5.79 4.18 -1.20
H 1.31 1.56 -0.64
H 2.10 -0.53 -5.45
H -1.48 4.74 1.01
H 0.09 4.14 5.35
H -5.82 -0.33 -4.44
H -3.77 0.76 -4.14
H 0.01 -1.38 3.50
H 2.83 -0.69 2.07
H -0.66 5.68 -0.51
H 3.30 -3.60 5.52
H -1.76 4.11 -0.75
H 0.20 -2.93 -0.45
H -6.23 -0.41 -2.56
```

Entry 7:
C10H30BeNO13 | ωB97M-V with the def2-TZVPD basis set

Summary:
- energy relative to the best compared isomer or geometry (same formula, charge and spin) (kcal/mol) = 0.0
- net charge = +1
- orbital gap (eV) = 7.11

The geometry in XYZ format:
```
55
C10H30BeNO13 (ωB97M-V with the def2-TZVPD basis set)
O -0.56 -1.78 -1.80
O 1.65 -0.76 2.07
O -0.10 0.93 -1.68
O -2.28 -0.05 -3.75
O 2.49 0.06 -1.27
O -1.68 -0.41 4.60
O 1.60 -2.78 0.08
O 3.35 -3.73 0.88
O 2.73 2.68 -2.92
O -1.22 -1.50 2.12
O 2.79 -4.07 -1.18
O -1.61 0.32 0.27
O 0.54 1.58 1.06
N 2.59 -3.55 -0.06
C 2.94 2.52 -1.53
C -1.01 1.94 -1.40
C -2.00 -1.44 -3.72
C 1.91 0.49 2.70
C 0.89 1.56 2.46
C -2.13 1.33 -0.60
C -2.59 -1.36 2.60
C -2.65 -0.22 3.60
C 3.44 1.12 -1.23
C -1.83 -2.07 -2.33
Be 0.31 -0.48 0.18
H 3.80 3.14 -1.24
H 2.10 2.84 -0.91
H -2.60 -1.63 -1.69
H -2.97 -1.83 -4.05
H -2.75 2.10 -0.14
H -0.07 1.38 2.96
H 4.17 1.07 -0.41
H -1.99 -3.14 -2.32
H 4.19 0.83 -1.98
H -1.27 -1.83 -4.43
H 2.90 -0.57 -1.86
H 1.12 2.58 2.77
H -1.97 -1.06 5.24
H 0.48 2.51 0.84
H 1.74 0.17 3.74
H -3.27 -1.28 1.76
H 0.06 0.78 -2.62
H -2.81 0.82 -1.29
H -2.28 0.23 0.95
H 2.95 0.80 2.64
H 0.00 -2.56 -1.95
H -3.69 -0.11 3.92
H -0.76 -1.53 2.97
H 2.36 3.56 -3.08
H 2.14 -1.48 2.48
H -0.51 2.70 -0.79
H -1.37 2.47 -2.28
H -1.93 0.25 -4.60
H -2.51 0.71 3.04
H -2.81 -2.24 3.21
```

Entry 8:
C29H42N3O5PTl | ωB97M-V with the def2-TZVPD basis set

Summary:
- energy relative to the best compared isomer or geometry (same formula, charge and spin) (kcal/mol) = 6.3
- net charge = -1
- orbital gap (eV) = 7.49

The geometry in XYZ format:
```
81
C29H42N3O5PTl (ωB97M-V with the def2-TZVPD basis set)
Tl 2.62 1.16 2.22
P -0.79 -0.45 0.99
O 0.27 5.13 2.82
O 4.61 1.71 -1.84
O 1.24 3.12 3.13
O 0.34 0.04 1.83
O 3.40 -1.65 0.99
N 5.94 -0.11 -1.69
N 1.63 2.88 0.44
N 4.00 0.10 -0.33
C 4.79 0.62 -1.28
C -2.39 -4.33 1.28
C -4.62 1.29 1.03
C -2.08 -3.02 0.55
C 0.39 4.61 -1.31
C -1.08 -2.48 2.84
C -3.65 0.12 0.85
C -2.52 -2.75 3.27
C 0.92 3.91 0.91
C 0.95 -0.83 -1.09
C -0.79 -0.59 -3.21
C -2.61 2.61 0.19
C 6.79 0.49 -2.69
C -1.47 -0.50 -1.84
C 4.21 -1.14 0.19
C 0.16 -1.80 -3.28
C 0.29 4.80 0.05
C -1.98 1.98 1.43
C 1.76 2.71 -0.88
C 0.78 -2.10 -1.91
C -3.04 -4.05 2.64
C 0.80 4.08 2.44
C -2.29 0.46 1.50
C -4.14 2.52 0.25
C 5.41 -1.87 -0.21
C 6.22 -1.32 -1.13
C -0.41 -0.17 -0.77
C -0.98 -2.25 1.31
C 1.15 3.55 -1.79
H -1.46 -4.88 1.42
H -0.23 0.34 -3.37
H -0.46 -3.34 3.10
H -0.65 -1.63 3.37
H 1.56 -0.12 -1.66
H 0.95 -1.60 -4.01
H -0.39 -2.67 -3.64
H -0.01 -2.62 0.98
H 1.53 -1.02 -0.18
H -5.62 1.00 0.72
H -2.59 -2.79 4.36
H -0.26 0.92 -0.78
H -2.24 0.27 -1.86
H 7.53 -0.24 -3.00
H -4.13 -3.99 2.53
H -1.75 -3.24 -0.47
H -1.98 -1.44 -1.64
H -4.06 -0.79 1.30
H -2.38 2.46 2.32
H -0.26 5.62 0.50
H -1.54 -0.64 -4.01
H -3.54 -0.09 -0.22
H 7.30 1.37 -2.30
H -2.28 3.64 0.10
H -4.55 2.50 -0.76
H 1.29 3.38 -2.85
H -4.68 1.52 2.10
H -2.85 -4.89 3.32
H -2.24 2.10 -0.70
H -0.91 2.14 1.47
H -0.10 5.29 -2.00
H 6.20 0.80 -3.55
H -3.15 -1.91 2.96
H 1.75 -2.59 -2.03
H -2.35 0.19 2.57
H -3.00 -2.44 0.46
H -4.55 3.42 0.73
H 7.12 -1.80 -1.49
H 0.15 -2.81 -1.36
H 2.41 1.90 -1.19
H 5.62 -2.83 0.23
H -3.04 -4.96 0.67
```

| no. | F_max (eV Å⁻¹) |
| --- | --- |
| 1 | 7.0 |
| 2 | 6.1 |
| 3 | 2.2 |
| 4 | 3.4 |
| 5 | 4.3 |
| 6 | 8.6 |
| 7 | 3.1 |
| 8 | 0.1 |